# 1
A 2-piece molecular cluster, C2HClN2S overall at a distorted geometry, computed with ωB97M-V/def2-TZVPD.

Geometry (Å):
Cl (1.0707, -2.0436, -0.4620)
S (-0.5645, 0.4282, 2.6895)
N (0.2251, -1.4255, 0.8403)
N (0.4157, 0.8775, -0.6613)
C (-0.2327, 1.1558, -1.5346)
C (-0.0297, -0.4423, 1.4901)
H (-0.8845, 1.4499, -2.3621)

As for the total charge: 0. The value obtained for the energy above the lowest of the compared OMol25 structures with the same formula, charge and spin is 145.0 kJ/mol. As for the structure (SMILES): S=C=NCl.C#N. As for the calculated total energy: -28425.04395 eV. As for the HOMO energy: -9.13 eV.

For each atom in turn, the natural (NBO) charge in e is: atom 1 (Cl): 0.2475, atom 2 (S): 0.0187, atom 3 (N): -0.5125, atom 4 (N): -0.3389, atom 5 (C): 0.1031, atom 6 (C): 0.2393, atom 7 (H): 0.2428

---

# 2
A 6-piece molecular cluster, C18H42N6O6 overall at a distorted geometry, computed with ωB97M-V/def2-TZVPD.

Geometry (Å):
O (3.1700, -2.4601, 3.1953)
O (2.3380, 1.4475, 5.2532)
O (-2.8357, -3.4114, -1.8767)
O (-4.7408, 1.7725, -5.4716)
O (2.0210, 0.7697, -2.2526)
O (-1.3964, 1.6006, 1.2101)
N (4.5216, -4.2186, 3.8786)
N (-0.6551, -3.2099, -1.9425)
N (-2.8019, -0.1049, 1.4376)
N (-2.8394, 1.8697, -6.8191)
N (1.1317, 0.5837, -0.2320)
N (1.3990, 3.4991, 5.2976)
C (-4.1467, 1.8432, -6.5408)
C (4.0689, -3.3317, 2.9744)
C (1.1306, 1.0420, -1.4818)
C (-1.8590, -1.2233, 1.5546)
C (4.2136, -4.1482, 5.2820)
C (-3.6025, 2.1798, 1.5271)
C (-4.9373, 1.7586, -7.8182)
C (1.4932, 2.1596, 3.1991)
C (-0.0804, 1.9214, -1.9303)
C (-2.5150, 1.2017, 1.3822)
C (-1.8572, -2.7201, -2.0942)
C (1.7706, 2.3472, 4.6642)
C (4.5422, -3.4393, 1.5532)
C (-1.7432, 1.7695, -5.8385)
C (1.6347, 3.7676, 6.7236)
C (0.6181, -2.6131, -2.2978)
C (2.2547, -0.0836, 0.3963)
C (-2.0039, -1.2412, -2.6496)
H (1.4555, -3.1609, -1.8656)
H (-0.7780, 1.5538, -6.2967)
H (-0.5568, 1.5660, -2.8440)
H (-2.5542, 2.2045, -7.7283)
H (2.2098, 1.4360, 2.8107)
H (-0.8357, -4.1778, -1.7177)
H (0.7096, 3.8504, 7.2940)
H (-5.0979, 2.7834, -8.1530)
H (-1.6520, 2.5890, -5.1255)
H (3.1382, 0.4760, 0.7035)
H (1.9973, -0.6547, 1.2883)
H (-2.0018, -0.5206, -1.8317)
H (-3.7677, -0.3746, 1.5589)
H (4.8062, -5.1152, 3.5111)
H (-2.9108, -1.2200, -3.2538)
H (1.5207, 2.9199, 2.4185)
H (-5.8539, 1.1691, -7.7941)
H (0.5042, 1.7014, 3.1976)
H (-4.5760, 1.7308, 1.3303)
H (-1.2180, -1.0555, -3.3817)
H (4.8733, -4.4749, 1.4753)
H (-0.9424, 2.0188, -1.2703)
H (-3.3806, 3.0033, 0.8483)
H (0.3721, 2.8569, -2.2593)
H (-1.1412, -1.0416, 2.3545)
H (-2.4322, -2.1295, 1.7505)
H (2.1359, 3.0893, 7.4141)
H (-4.2682, 1.2254, -8.4935)
H (-2.0529, 0.9634, -5.1734)
H (-1.3063, -1.3368, 0.6220)
H (-3.6684, 2.3779, 2.5969)
H (3.6576, -3.3695, 0.9202)
H (3.4496, -3.3976, 5.4846)
H (0.4031, 0.9582, 0.3587)
H (4.0039, -5.1047, 5.7607)
H (5.1099, -3.6893, 5.6994)
H (0.6155, -2.7182, -3.3827)
H (2.1252, 4.7065, 6.9805)
H (5.2672, -2.6781, 1.2649)
H (2.5041, -0.9124, -0.2663)
H (1.1333, 4.2740, 4.7069)
H (0.7102, -1.6498, -1.7962)

As for the total charge: 0. The value obtained for the energy above the lowest of the compared OMol25 structures with the same formula, charge and spin is 243.3 kJ/mol. As for the structure (SMILES): CNC(C)=O.CNC(C)=O.CNC(C)=O.CNC(C)=O.CNC(C)=O.CNC(C)=O. As for the calculated total energy: -40573.15221 eV. As for the HOMO energy: -9.27 eV.

For each atom in turn, the Löwdin charge in e is: atom 1 (O): -0.0136, atom 2 (O): 0.0457, atom 3 (O): 0.0154, atom 4 (O): 0.0448, atom 5 (O): 0.0344, atom 6 (O): 0.0311, atom 7 (N): -0.0094, atom 8 (N): 0.0006, atom 9 (N): 0.0236, atom 10 (N): -0.0034, atom 11 (N): 0.0252, atom 12 (N): 0.0216, atom 13 (C): -0.5789, atom 14 (C): -0.5172, atom 15 (C): -0.5715, atom 16 (C): -0.0374, atom 17 (C): -0.0699, atom 18 (C): 0.0051, atom 19 (C): -0.0158, atom 20 (C): -0.0066, atom 21 (C): 0.0135, atom 22 (C): -0.6040, atom 23 (C): -0.5813, atom 24 (C): -0.5573, atom 25 (C): -0.0042, atom 26 (C): -0.0555, atom 27 (C): -0.0865, atom 28 (C): -0.0471, atom 29 (C): -0.0750, atom 30 (C): 0.0188, atom 31 (H): 0.0839, atom 32 (H): 0.0876, atom 33 (H): 0.0505, atom 34 (H): 0.1320, atom 35 (H): 0.0660, atom 36 (H): 0.1471, atom 37 (H): 0.0683, atom 38 (H): 0.0853, atom 39 (H): 0.0764, atom 40 (H): 0.0888, atom 41 (H): 0.0730, atom 42 (H): 0.0652, atom 43 (H): 0.1328, atom 44 (H): 0.1337, atom 45 (H): 0.0778, atom 46 (H): 0.0828, atom 47 (H): 0.0869, atom 48 (H): 0.0762, atom 49 (H): 0.0807, atom 50 (H): 0.0574, atom 51 (H): 0.0690, atom 52 (H): 0.0572, atom 53 (H): 0.0973, atom 54 (H): 0.0807, atom 55 (H): 0.0879, atom 56 (H): 0.0907, atom 57 (H): 0.0813, atom 58 (H): 0.0714, atom 59 (H): 0.0672, atom 60 (H): 0.0647, atom 61 (H): 0.0968, atom 62 (H): 0.0763, atom 63 (H): 0.0851, atom 64 (H): 0.0819, atom 65 (H): 0.0865, atom 66 (H): 0.0837, atom 67 (H): 0.0962, atom 68 (H): 0.0724, atom 69 (H): 0.0920, atom 70 (H): 0.0694, atom 71 (H): 0.1310, atom 72 (H): 0.0639